1.
Formula: C30H50F12N8O8PS
Source: the OMol25 dataset
Level of theory: ωB97M-V/def2-TZVPD

Output
gap between HOMO and LUMO	0.293	Ha
largest force on an atom	4.4	eV/A
LUMO energy	-3.8692	eV
energy above the lowest of the compared OMol25 structures with the same formula, charge and spin	260.6	kJ/mol
electronic energy	-112943.626	eV
charge	+1

The geometry in XYZ format:
```
110
Properties=species:S:1:pos:R:3:mulliken_charge:R:1
C -4.0009 -0.4055 5.3434 -0.59
C -2.9804 0.1109 4.5443 -0.24
N -1.5639 0.1450 4.8891 0.38
P -1.1854 0.9736 6.4302 0.28
N -2.1114 0.5110 7.6270 -0.69
C -0.6788 -0.4052 4.0754 -0.31
N 0.7513 -0.3693 4.3066 -0.27
C 1.2115 0.1193 2.9543 -0.43
C 1.6913 1.6157 2.8432 -0.32
N 2.7836 1.9725 3.7865 -0.57
C 0.1045 -0.3664 1.8898 -0.45
N 0.9148 -1.0998 0.9054 -0.53
C 0.2601 -1.8387 0.1415 0.20
S -0.5864 -2.4664 -1.0921 -0.08
N -0.6346 0.8422 1.4847 0.02
C -0.2563 1.3729 0.1553 0.07
C -1.1459 2.6624 -0.1096 -0.61
C -0.4267 4.0043 0.2957 -0.90
N -0.7687 -1.0674 2.8499 1.45
N -1.9116 -1.7139 2.4453 -0.36
C -2.0095 -3.1530 2.8311 -0.79
C -0.8325 -3.7047 3.7040 -0.62
C 0.4833 -4.0708 2.8829 -0.12
C 0.1679 -5.0927 1.7149 -0.57
H -4.0870 -1.4759 5.6317 0.25
H -4.7653 0.3252 5.7131 0.27
H -3.2617 0.5399 3.5489 0.25
H 0.1602 0.6298 6.7781 0.15
H -1.2054 2.3640 6.1370 0.13
H -2.5869 1.3551 7.9643 0.27
H 1.0909 0.4010 4.8917 0.44
H 2.1498 -0.4328 2.6813 0.38
H 0.8379 2.3406 2.9433 0.24
H 2.1131 1.7442 1.8088 -0.40
H 2.3179 2.4096 4.5921 0.30
H 3.2093 1.1262 4.1756 0.32
H -1.6458 0.7008 1.4741 0.56
H 0.8064 1.6932 0.0682 -0.08
H -0.4824 0.6736 -0.6914 0.10
H -2.1139 2.6247 0.4569 0.24
H -1.4088 2.7465 -1.1948 0.40
H 0.6937 3.9410 0.2434 0.10
H -0.7196 4.3519 1.3242 0.27
H -0.7045 4.8546 -0.3839 0.36
H -2.1399 -1.5718 1.4635 0.36
H -2.9417 -3.2524 3.4569 0.18
H -2.1863 -3.7656 1.9157 0.43
H -1.1882 -4.6933 4.1081 0.52
H -0.5811 -3.0838 4.5966 0.28
H 1.0479 -3.1655 2.5636 -0.05
H 1.1200 -4.6324 3.6205 0.44
H -0.8957 -5.4353 1.7031 -0.19
H 0.4502 -4.6153 0.7486 0.21
H 0.7762 -6.0196 1.8819 0.32
C 2.1905 -0.5575 -3.2958 -1.26
C 2.1694 0.8358 -2.7010 0.23
O 2.6512 1.8036 -3.6446 -0.32
C 1.7801 2.1946 -4.5789 0.42
O 0.6546 1.7907 -4.6740 -0.56
C 2.4129 3.2564 -5.4788 0.84
F 3.6465 2.9114 -5.8737 -0.25
F 2.5182 4.4337 -4.8404 -0.25
F 1.6945 3.4727 -6.5861 -0.21
H 3.1872 -0.8049 -3.6656 0.35
H 1.8962 -1.2939 -2.5469 0.28
H 1.5089 -0.6356 -4.1443 0.31
H 2.8402 0.8785 -1.8419 0.33
H 1.1725 1.1071 -2.3456 0.06
C 5.9386 7.1432 1.6606 -1.13
C 5.5391 5.8046 2.2476 -0.22
O 4.7780 5.0324 1.3020 -0.26
C 5.4859 4.4005 0.3600 0.00
O 6.6763 4.4383 0.2547 -0.51
C 4.5570 3.5887 -0.5410 1.22
F 3.4784 4.2881 -0.9332 -0.27
F 4.0897 2.4855 0.0854 -0.26
F 5.1612 3.1663 -1.6575 -0.25
H 5.0588 7.6813 1.3022 0.31
H 6.4475 7.7529 2.4076 0.38
H 6.6057 7.0169 0.8069 0.32
H 4.8915 5.9593 3.1109 0.31
H 6.4071 5.2394 2.5921 0.33
C -1.4561 2.9074 -6.8929 -0.70
C -1.5460 4.1063 -7.8145 -0.31
O -2.4774 3.8681 -8.8835 -0.33
C -3.7696 4.0165 -8.5757 0.34
O -4.1859 4.3226 -7.4952 -0.51
C -4.6383 3.7780 -9.8102 0.89
F -4.2740 2.6711 -10.4781 -0.25
F -4.5512 4.8039 -10.6733 -0.25
F -5.9302 3.6369 -9.4969 -0.24
H -1.2108 2.0067 -7.4595 0.32
H -0.6958 3.0639 -6.1324 -0.01
H -2.4088 2.7211 -6.3938 0.39
H -0.5776 4.2839 -8.2828 0.32
H -1.8127 5.0146 -7.2705 0.33
C -1.7564 -10.8093 0.0984 -1.10
C -2.3815 -9.6658 -0.6745 -0.21
O -3.2676 -8.9000 0.1625 -0.33
C -2.6871 -8.0201 0.9788 0.33
O -1.5064 -7.8309 1.0619 -0.49
C -3.7459 -7.2522 1.7694 0.96
F -4.6789 -8.0616 2.2871 -0.25
F -4.3861 -6.3609 0.9913 -0.28
F -3.2126 -6.5659 2.7916 -0.24
H -2.5299 -11.4292 0.5557 0.31
H -1.1479 -11.4296 -0.5602 0.37
H -1.1229 -10.4407 0.9065 0.31
H -2.9905 -10.0602 -1.4877 0.33
H -1.6245 -9.0190 -1.1222 0.30
```



2.
Formula: C3HF5NTl
Source: the OMol25 dataset
Level of theory: ωB97M-V/def2-TZVPD

Output
gap between HOMO and LUMO	0.290	Ha
largest force on an atom	0.5	eV/A
LUMO energy	-0.2942	eV
energy above the lowest of the compared OMol25 structures with the same formula, charge and spin	0.0	kJ/mol
electronic energy	-22896.238	eV

The geometry in XYZ format:
```
11
Properties=species:S:1:pos:R:3:mulliken_charge:R:1
Tl 0.4316 0.2081 2.0774 0.63
F -2.4372 -0.9570 1.8687 -0.28
C -1.2589 -1.2467 1.2035 -0.02
F -0.8103 -2.4299 1.8132 -0.30
C -1.6276 -1.6566 -0.2104 0.79
F -2.1624 -0.6144 -0.8722 -0.26
F -2.5083 -2.6649 -0.2714 -0.26
F -0.5250 -2.0406 -0.8782 -0.25
N 1.3020 1.4469 -1.7566 0.08
C 1.0016 1.0510 -0.7112 -0.45
H 1.5183 1.7516 -2.6825 0.33
```



3.
Formula: C8H19N4
Source: the OMol25 dataset
Level of theory: ωB97M-V/def2-TZVPD

Output
gap between HOMO and LUMO (alpha / beta)	0.226 / 0.229	Ha
largest force on an atom	5.2	eV/A
LUMO energy (alpha / beta)	-4.9849 / -4.9106	eV
energy above the lowest of the compared OMol25 structures with the same formula, charge and spin	526.8	kJ/mol
electronic energy	-14553.685	eV
charge	+1

The geometry in XYZ format:
```
31
Properties=species:S:1:pos:R:3:mulliken_charge:R:1
C -0.6113 -1.0295 2.8293 0.34
C 2.0720 0.7693 -0.2230 -0.61
C 1.5699 0.7100 -1.6472 -0.83
C -0.3372 0.1168 -0.2826 -0.98
C 1.0614 -0.1391 0.4844 0.24
C -1.7739 -0.0376 -3.0189 -1.22
C 0.9815 1.4149 2.3697 -0.97
C -0.3649 -0.4942 -2.6561 -0.41
N 0.1865 0.4064 -1.6303 0.12
N -1.8377 -0.7053 3.0389 -0.32
N -0.1229 -2.1867 3.1118 -0.38
N 1.1275 0.0522 1.8971 -0.18
H 3.1820 0.3964 -0.0575 0.27
H 2.0888 1.8303 0.1411 0.34
H 1.8719 1.6929 -2.1696 0.24
H 2.1167 0.0049 -2.2234 0.42
H -1.0071 -0.6962 -0.2170 0.45
H -0.6887 0.9746 0.1230 0.43
H 1.4765 -1.2216 0.2797 0.20
H -1.7890 0.9945 -3.2098 0.36
H -2.0662 -0.4576 -3.9944 0.38
H -2.5056 -0.2213 -2.1821 0.27
H 2.0012 1.7839 2.5062 0.41
H 0.3526 1.3323 3.2862 0.33
H 0.5037 2.2062 1.7490 0.33
H -0.4396 -1.4980 -2.2850 0.35
H 0.3205 -0.6750 -3.5919 0.37
H -2.3984 -1.1418 3.7851 0.24
H -2.3031 0.1204 2.6742 0.26
H -0.6554 -3.0859 3.3670 0.25
H 0.8468 -2.3547 2.9414 0.27
```



4.
Formula: ClH2NO2S
Source: the OMol25 dataset
Level of theory: ωB97M-V/def2-TZVPD

Output
gap between HOMO and LUMO (alpha / beta)	0.325 / 0.325	Ha
largest force on an atom	6.6	eV/A
SMILES	NS(=O)(=O)Cl
LUMO energy (alpha / beta)	-1.3828 / -1.3816	eV
energy above the lowest of the compared OMol25 structures with the same formula, charge and spin	430.4	kJ/mol
electronic energy	-28970.017	eV

The geometry in XYZ format:
```
7
Properties=species:S:1:pos:R:3:mulliken_charge:R:1
N 0.9592 -0.2929 -0.0210 -0.43
S -0.4483 0.4394 -0.1438 0.80
O -1.5258 -1.3519 0.1524 -0.57
O -0.6885 1.3501 -1.1871 -0.40
Cl -0.6428 1.4119 1.6516 -0.08
H 0.5906 -1.2009 0.3166 0.37
H 1.7556 -0.3556 -0.7688 0.32
```



5.
Formula: C4H9NOS
Source: the OMol25 dataset
Level of theory: ωB97M-V/def2-TZVPD

Output
gap between HOMO and LUMO	0.372	Ha
largest force on an atom	3.3	eV/A
SMILES	O=CNCCCS
LUMO energy	0.7872	eV
energy above the lowest of the compared OMol25 structures with the same formula, charge and spin	118.6	kJ/mol
electronic energy	-18666.297	eV

The geometry in XYZ format:
```
16
Properties=species:S:1:pos:R:3:mulliken_charge:R:1
O -0.9879 1.6299 -2.4147 -0.54
C -0.1566 0.7919 -2.1821 0.15
N -0.3816 -0.2824 -1.3625 -0.13
C 0.6308 -1.2578 -1.0165 -0.81
C 1.2237 -1.0375 0.4211 -0.40
C 0.1111 -1.0195 1.4337 -0.63
S -0.2078 0.5865 2.2731 -0.19
H 0.8991 0.7639 -2.5146 0.27
H -1.1460 -0.1992 -0.7081 0.20
H 1.4615 -1.2205 -1.7182 0.41
H 0.1624 -2.2373 -0.9330 0.34
H 1.6589 -0.0337 0.3421 0.19
H 2.0583 -1.7278 0.3620 0.36
H 0.3061 -1.7375 2.2305 0.32
H -0.8755 -1.3002 1.0571 0.36
H 0.3876 1.3238 1.3266 0.11
```



6.
Formula: C21H12Co2N3O6
Source: the OMol25 dataset
Level of theory: ωB97M-V/def2-TZVPD

Output
gap between HOMO and LUMO	0.224	Ha
largest force on an atom	4.4	eV/A
LUMO energy	-4.6274	eV
energy above the lowest of the compared OMol25 structures with the same formula, charge and spin	175.8	kJ/mol
electronic energy	-113966.739	eV
charge	+1

The geometry in XYZ format:
```
44
Properties=species:S:1:pos:R:3:mulliken_charge:R:1
O 4.3823 1.2031 -2.8380 -0.33
C 3.5687 0.6415 -2.2337 0.32
Co 1.9744 0.2909 -1.3401 0.17
C 1.4938 2.0325 -1.1354 0.34
O 1.1077 3.1326 -1.1077 -0.36
C 1.1953 -0.0271 -2.8697 0.37
O 0.6881 -0.1019 -3.9031 -0.32
C 2.1545 -1.0059 0.0361 -1.92
C 0.9583 -0.4972 0.0357 2.09
C -0.3359 0.1102 0.2354 -0.76
C -1.3804 -0.9530 -0.6499 0.37
C -2.7063 -0.6345 -0.5513 -0.69
C -3.6419 -0.9884 -1.5274 -0.56
C -3.2105 -1.8157 -2.6040 -0.35
C -1.8779 -2.3126 -2.6550 -0.90
C -0.9912 -1.9167 -1.5948 -0.02
Co 3.3415 -1.7870 -1.4931 -0.01
C 5.0087 -1.5711 -2.1184 0.39
O 6.0859 -1.4412 -2.5056 -0.30
C 2.3975 -2.2875 -2.9075 0.18
O 1.8316 -2.7640 -3.8063 -0.32
C 3.4471 -3.2880 -0.6120 0.16
O 3.4733 -4.2676 0.0026 -0.32
H 2.7671 -1.0752 0.9117 0.73
H -0.4380 1.1395 -0.3120 0.36
H -2.9262 0.0514 0.2288 0.35
H -4.6661 -0.6202 -1.4276 0.40
H -4.0342 -2.1437 -3.3197 0.31
H -1.6743 -2.9773 -3.5377 0.37
H -0.0275 -2.3563 -1.8019 0.41
C -2.7601 3.2830 3.1924 -0.85
C -2.2475 2.4814 2.1150 -0.21
C -1.1700 1.5686 2.3612 0.30
C -0.6242 1.5470 3.6466 0.93
C -1.0492 2.2991 4.7966 -1.12
C -2.1460 3.1590 4.4730 -0.20
N 0.3824 0.5795 3.5528 -0.17
N 0.5248 0.1406 2.3298 -0.28
N -0.5133 0.4929 1.6065 0.74
H -3.6283 3.9579 3.0098 0.39
H -2.6633 2.4475 1.0884 0.42
H -0.6058 2.2528 5.8371 0.38
H -2.5583 3.7887 5.2653 0.36
H 1.0932 0.2325 4.1274 0.14
```